Record 1
{"formula": "C15H47NO8", "method": "ωB97M-V with the def2-TZVPD basis set", "elements": ["C", "C", "C", "O", "H", "H", "H", "H", "H", "H", "H", "H", "C", "C", "C", "O", "H", "H", "H", "H", "H", "H", "H", "H", "C", "C", "C", "O", "C", "N", "H", "H", "H", "H", "H", "H", "H", "H", "H", "H", "H", "C", "O", "H", "H", "H", "H", "C", "O", "H", "H", "H", "H", "C", "O", "H", "H", "H", "H", "C", "O", "H", "H", "H", "H", "C", "O", "H", "H", "H", "H"], "xyz": [[-3.508521, 1.103580, -1.653428], [-4.222755, 2.375345, -2.127602], [-5.095683, 2.145995, -3.347006], [-5.097038, 2.629570, -1.101673], [-2.847512, 1.191310, -0.791180], [-2.781738, 0.771072, -2.394595], [-4.207654, 0.300186, -1.421318], [-3.547935, 3.227474, -2.208791], [-4.426828, 2.047246, -4.201980], [-5.784424, 2.963236, -3.561143], [-5.663461, 1.218215, -3.276608], [-5.583802, 3.410417, -1.375420], [0.729235, -3.689852, 0.613621], [-0.208710, -4.575004, 1.343671], [0.074529, -6.035869, 1.183422], [-0.124302, -4.290961, 2.713568], [0.546443, -2.647000, 0.872777], [0.599024, -3.810026, -0.461883], [1.738125, -4.060302, 0.795324], [-1.243413, -4.487143, 1.012362], [-0.468824, -6.674293, 1.880043], [1.114633, -6.306456, 1.365277], [-0.065816, -6.301740, 0.135705], [-0.440465, -3.397947, 2.869023], [0.851874, 2.562389, 1.784782], [1.557280, 2.846729, 3.135809], [0.722881, 4.022264, 3.879009], [1.272003, 4.124311, 5.184238], [0.852220, 5.309258, 5.879009], [1.378537, 1.655435, 3.884180], [-0.215015, 2.378367, 1.911174], [1.235757, 1.737222, 1.184933], [0.837882, 3.477863, 1.193328], [2.594104, 3.161970, 3.018696], [-0.347571, 3.836722, 3.967343], [0.761193, 4.941361, 3.294309], [1.317911, 6.186276, 5.429486], [1.086467, 5.095330, 6.921817], [-0.229871, 5.358436, 5.757531], [1.630842, 1.898841, 4.831383], [0.373353, 1.560598, 3.910881], [-0.524259, 3.245613, -2.625120], [0.637849, 3.125608, -1.893719], [-0.932572, 4.249224, -2.506130], [-0.280596, 3.054750, -3.670247], [-1.156427, 2.436614, -2.259092], [0.757258, 2.204708, -1.650230], [3.288888, -3.333219, -2.520845], [4.084142, -4.456774, -2.192081], [2.683665, -3.569378, -3.396076], [2.692393, -3.016925, -1.665130], [3.990638, -2.539454, -2.776933], [4.920878, -4.274405, -1.758243], [4.445512, -1.094545, -0.216378], [3.094378, -0.808963, 0.029150], [4.706331, -2.112590, 0.072888], [4.711494, -1.008656, -1.269930], [5.080513, -0.375152, 0.300658], [3.026209, -0.768813, 0.985883], [-2.477549, -2.661212, -1.715869], [-2.071655, -2.269676, -3.046053], [-3.334168, -3.335164, -1.724705], [-1.707443, -3.275151, -1.248834], [-2.620035, -1.789316, -1.077439], [-1.872485, -3.014203, -3.618425], [0.336609, -0.434698, -1.956273], [1.202907, 0.560234, -1.385267], [-0.263897, -1.010482, -1.252028], [-0.372822, 0.033382, -2.638706], [0.880672, -1.207522, -2.499261], [1.910615, 0.185739, -0.855640]], "forces_ev_per_angstrom": [[1.08, -0.14, -0.81], [-0.01, -1.42, 0.12], [1.22, -0.34, -1.08], [-1.40, 1.16, 2.19], [-0.36, 0.71, 0.42], [-0.32, -0.33, -0.47], [-0.16, 0.13, -0.26], [0.38, -0.09, -0.52], [-0.16, -0.03, -0.39], [0.08, 0.14, 0.20], [0.00, 0.06, 0.25], [-0.38, 0.10, 0.37], [0.26, -0.26, -1.22], [-0.73, -0.82, 0.38], [1.04, -0.80, -0.36], [-0.06, 0.14, 1.23], [0.36, 0.08, 0.00], [-0.13, 0.19, -0.18], [0.20, 0.56, 0.34], [-0.27, 0.58, -0.15], [-0.49, 0.21, -0.32], [0.31, 0.39, 0.17], [-0.44, -0.29, 0.06], [-0.04, 0.04, 0.03], [-0.45, 1.44, -0.43], [-0.66, -1.34, -2.60], [0.13, 0.31, 1.70], [0.13, -0.55, -1.29], [-0.46, -0.70, -0.33], [-0.85, 3.58, 1.44], [-0.10, -0.25, 0.41], [0.43, 0.16, 0.23], [0.39, -0.13, -0.32], [-0.04, 0.04, 0.41], [-0.13, -0.89, -0.28], [0.79, 0.05, -0.29], [0.14, 0.07, 0.37], [0.17, 0.55, -0.15], [-0.13, 0.35, 0.24], [1.15, -1.11, 1.03], [-0.56, -1.54, -0.33], [-0.13, -0.72, -0.40], [1.49, 1.06, 1.22], [-0.26, -0.17, 0.00], [-0.43, 0.16, -0.38], [-0.94, 0.41, -0.36], [0.37, -0.41, -0.04], [1.34, 0.26, 0.26], [-0.42, -1.24, -0.08], [-0.04, -0.08, 0.21], [-0.28, 0.04, -0.09], [-0.42, 0.45, -0.27], [-0.23, 0.53, -0.09], [1.37, -0.04, -0.39], [-0.49, 0.11, 0.21], [-0.03, -0.05, 0.22], [-0.54, 0.15, -0.04], [0.16, -0.10, 0.15], [-0.33, -0.10, 0.05], [0.72, -1.03, -0.75], [-0.29, 0.70, 0.86], [-0.46, 0.45, -0.09], [0.40, 0.10, 0.11], [-0.23, 0.08, -0.46], [-0.15, -0.29, 0.34], [0.18, -0.38, -0.03], [-1.16, -0.05, -0.32], [0.04, 0.34, 0.56], [0.28, 0.19, 0.02], [0.29, 0.23, -0.24], [0.27, -0.62, -0.01]], "e_homo_ev": [-11.59, -11.51], "s2": 0.755, "total_charge": 1, "spin_multiplicity": 2, "max_force_ev_per_a": 3.95}

Record 2
{"formula": "C28H48N2O5P", "method": "ωB97M-V with the def2-TZVPD basis set", "elements": ["C", "C", "C", "C", "C", "C", "C", "O", "C", "C", "P", "O", "N", "C", "C", "O", "C", "C", "O", "C", "C", "C", "C", "C", "C", "C", "C", "C", "C", "C", "C", "C", "C", "C", "N", "O", "H", "H", "H", "H", "H", "H", "H", "H", "H", "H", "H", "H", "H", "H", "H", "H", "H", "H", "H", "H", "H", "H", "H", "H", "H", "H", "H", "H", "H", "H", "H", "H", "H", "H", "H", "H", "H", "H", "H", "H", "H", "H", "H", "H", "H", "H", "H", "H"], "xyz": [[10.215324, -3.573597, 0.877349], [9.915850, -2.031535, 1.347055], [11.356609, -1.417550, 1.900791], [9.401640, -1.036244, 0.141002], [7.804951, -1.185642, -0.225659], [7.589876, -2.469943, -1.272702], [7.217738, 0.164221, -1.008511], [5.746420, 0.162218, -1.022542], [5.186933, 1.523314, -0.958482], [3.843689, 1.985755, -0.110236], [2.761417, 0.862724, 1.001514], [3.728955, -0.295316, 1.546183], [3.482984, 3.462136, -0.274493], [2.325037, 4.261010, 0.292623], [0.862335, 3.660671, -0.243273], [-0.048765, 3.312290, 0.864548], [-1.344532, 4.031771, 0.742565], [-2.400577, 3.407024, 1.875522], [-2.284331, 1.943658, 1.762046], [-3.574991, 1.301664, 1.466245], [-4.506614, 1.598098, 0.135463], [-5.918840, 0.758130, -0.076864], [-6.488351, -0.385193, 0.951728], [-7.853724, -1.274255, 0.772210], [-7.489681, -2.837240, 1.103809], [-8.877430, -0.780557, 2.000300], [-8.677726, -1.023044, -0.618183], [-8.139505, -1.852492, -1.922399], [-8.681796, -0.997503, -3.254922], [-8.847166, -3.358546, -2.094067], [-6.510184, -1.927254, -2.083687], [-5.562454, -0.651393, 2.318944], [-4.153858, 0.184908, 2.533625], [4.618126, 3.922576, -1.210207], [5.614063, 2.827454, -1.594762], [6.672829, 3.012397, -2.410159], [10.300278, -4.265106, 1.828341], [9.381575, -4.040828, 0.186607], [11.262021, -3.623045, 0.334976], [9.178159, -2.010770, 2.256677], [11.254082, -0.334238, 2.347540], [12.115967, -1.425132, 0.979720], [11.834761, -2.162669, 2.699898], [10.128108, -1.171877, -0.770230], [9.545960, 0.081668, 0.521531], [7.118088, -1.429952, 0.704097], [7.170943, -3.403492, -0.683467], [8.629110, -2.778874, -1.772128], [6.869363, -2.220001, -2.161306], [7.646689, 1.167246, -0.582203], [7.571231, 0.038920, -2.141484], [2.372998, 1.637958, 2.155054], [1.612848, 0.318962, 0.305353], [2.360866, 5.378871, -0.116400], [2.298472, 4.298863, 1.469209], [0.289650, 4.438238, -0.923403], [1.147520, 2.674904, -0.849675], [-1.145574, 5.179956, 0.951728], [-1.791755, 3.886250, -0.353421], [-3.498037, 3.791948, 1.739864], [-1.946095, 3.700800, 2.929224], [-4.108309, 2.397025, -0.633005], [-6.522963, 1.003869, -1.074917], [-6.334658, -3.018440, 0.928063], [-7.647934, -2.970901, 2.279568], [-8.183399, -3.632220, 0.598829], [-8.468892, -1.065427, 3.060349], [-9.184031, 0.341651, 1.874505], [-9.874464, -1.412393, 1.833094], [-9.799321, -1.363460, -0.437249], [-8.745632, 0.141547, -0.861386], [-8.518895, 0.163072, -3.037519], [-9.834211, -1.158411, -3.380969], [-8.045893, -1.267068, -4.212520], [-9.617963, -3.330904, -3.005530], [-8.018923, -4.134091, -2.395580], [-9.478272, -3.661612, -1.155883], [-6.288775, -2.806360, -2.858619], [-5.919949, -2.179676, -1.106182], [-6.110856, -0.925466, -2.565457], [-5.955141, -1.443123, 3.095649], [-3.509864, -0.007155, 3.495383], [4.752548, 5.014206, -1.633653], [6.724318, 2.302021, -3.115450]], "forces_ev_per_angstrom": [[0.02, -0.17, 0.27], [0.98, 0.34, 0.25], [0.25, -0.85, -0.51], [-0.25, 0.78, 0.97], [-0.58, -0.81, -1.20], [0.47, -0.31, -0.02], [2.63, -0.69, -0.60], [-1.24, 5.20, 0.19], [-3.24, 1.64, 2.09], [1.52, 0.83, -1.84], [4.65, -4.29, 2.14], [-3.25, 3.73, -2.10], [6.93, -2.76, -3.98], [-1.80, 1.44, -0.05], [-0.12, -0.59, -0.18], [0.21, 1.30, -1.64], [-1.00, 0.29, 0.10], [1.82, 0.57, -0.15], [-3.63, 0.08, -0.65], [-4.01, -2.34, -0.48], [-0.46, -2.64, 3.10], [1.64, -0.59, 2.28], [3.91, 2.15, 0.85], [-0.31, 0.80, 1.17], [0.40, 0.12, 1.23], [-0.83, -0.80, -0.93], [-0.17, -0.23, -0.03], [-0.55, 0.50, -1.48], [0.49, 0.70, 0.83], [-0.13, 0.45, -0.56], [-0.12, -0.54, -0.68], [1.32, 3.00, -3.21], [-1.79, 0.50, -2.50], [-0.66, -1.55, 0.71], [-5.61, -1.12, 3.50], [0.36, -0.05, -0.56], [-0.17, 1.45, -1.86], [1.72, 1.08, 1.39], [-2.19, 0.13, 0.92], [1.15, -0.06, -1.89], [0.20, -2.22, -0.91], [-1.61, 0.26, 2.00], [-1.17, 1.74, -1.62], [-1.67, 0.18, 1.50], [-0.16, -2.29, -0.68], [1.61, 0.90, -1.69], [0.86, 1.94, -1.32], [-2.26, 0.71, 1.19], [1.16, -0.43, 1.83], [-0.91, -1.96, -0.60], [-0.68, 0.45, 2.35], [-0.26, 0.15, -1.23], [0.59, 0.97, 0.24], [0.50, -2.56, 0.91], [0.44, -0.36, -2.41], [1.59, -1.58, 1.15], [-0.91, 2.06, 1.09], [-0.58, -2.24, -0.45], [0.98, 0.25, 2.34], [2.23, -0.72, 0.17], [-1.17, -0.57, -2.09], [-1.14, -1.86, 1.58], [1.48, -0.63, 2.50], [-2.55, 0.08, 0.07], [0.36, 0.18, -2.53], [1.50, 1.69, 0.73], [-0.64, 0.89, -2.08], [0.83, -2.07, 0.46], [2.07, 1.29, 0.49], [2.31, 0.67, -0.27], [0.36, -2.49, 0.61], [-0.26, -2.40, -0.58], [2.27, 0.24, -0.01], [-1.57, 0.35, 1.88], [1.71, 0.00, 2.01], [-1.74, 1.31, 0.94], [1.46, 0.38, -1.74], [-0.40, 1.97, 1.59], [-1.23, 0.63, -1.84], [-0.72, -2.03, 1.16], [1.15, 1.86, -1.63], [-1.44, 0.37, -2.11], [-0.27, -2.60, 1.07], [-0.64, 0.81, 1.06]], "smiles": "CC(C)C[C@H](C)COc1c([PH2]=O)n(CCOCCOc2ccc(C(C)(C)CC(C)(C)C)cc2)c[n+]1O", "e_homo_ev": -9.70, "total_charge": 1, "spin_multiplicity": 1, "max_force_ev_per_a": 8.45}

Record 3
{"formula": "C8H35B2O9", "method": "ωB97M-V with the def2-TZVPD basis set", "elements": ["O", "H", "H", "H", "B", "H", "H", "H", "H", "B", "H", "H", "H", "H", "C", "C", "O", "O", "H", "H", "H", "H", "H", "H", "C", "C", "O", "O", "H", "H", "H", "H", "H", "H", "C", "C", "O", "O", "H", "H", "H", "H", "H", "H", "C", "C", "O", "O", "H", "H", "H", "H", "H", "H"], "xyz": [[0.213658, 0.340236, -0.672257], [0.988534, 0.039812, -1.218001], [-0.624114, 0.550045, -1.204200], [0.111104, -0.222195, 0.140967], [-1.694908, 0.711532, -2.708205], [-2.113150, 0.200402, -1.763329], [-1.282053, 1.713717, -2.321185], [-0.818560, 0.178579, -3.199842], [-2.454002, 0.966384, -3.510568], [2.305988, 0.531684, -3.080406], [2.113518, 1.196395, -2.164149], [3.226676, -0.112073, -2.809663], [1.511552, -0.267125, -3.284237], [2.617726, 1.138199, -3.999137], [-5.248625, 3.029573, -2.216260], [-4.756154, 2.380488, -0.934335], [-3.360579, 2.596326, -0.676683], [-5.096335, 2.225831, -3.395795], [-4.825898, 3.984927, -2.522884], [-6.331235, 3.132373, -2.101361], [-5.006693, 1.314499, -0.902083], [-5.348700, 2.708562, -0.074479], [-2.806301, 1.999777, -1.233827], [-4.292956, 1.692093, -3.488872], [-0.080483, -2.683449, 1.039410], [0.393673, -3.508032, 2.234591], [-0.144235, -2.946555, 3.427211], [-0.111433, -1.291330, 1.295039], [-1.059503, -3.106251, 0.789037], [0.508949, -2.975064, 0.172476], [1.485590, -3.468349, 2.293587], [0.110811, -4.559849, 2.146061], [0.402741, -3.199127, 4.172706], [-0.621713, -1.220750, 2.113022], [3.373081, -2.346417, -1.136577], [3.229910, -3.435194, -0.052394], [3.581681, -2.912635, 1.227212], [2.809801, -1.120962, -0.693775], [2.893566, -2.716116, -2.048992], [4.395763, -2.054015, -1.395899], [3.735929, -4.310582, -0.465226], [2.185349, -3.756663, -0.092035], [3.595178, -1.950627, 1.157151], [2.890163, -0.556967, -1.515895], [0.319593, 2.783454, 2.959988], [1.264199, 2.376086, 4.068389], [1.978385, 1.206183, 3.789568], [-0.139316, 1.641796, 2.237501], [0.916076, 3.389030, 2.263279], [-0.559680, 3.385465, 3.182461], [0.609758, 2.209023, 4.936672], [1.879969, 3.219118, 4.394059], [2.522217, 0.845169, 4.487162], [0.605504, 1.033546, 2.355024]], "forces_ev_per_angstrom": [[0.65, 0.07, 0.41], [-0.43, 0.48, -0.40], [0.18, -0.20, -0.35], [-0.37, -0.05, -0.21], [0.24, 0.33, 0.08], [-0.99, -1.34, 1.37], [0.78, 1.82, 0.55], [1.27, -1.17, -0.57], [-1.84, 0.33, -1.29], [0.30, -0.31, 0.08], [-0.56, 1.16, 1.42], [2.01, -0.97, 0.28], [-1.63, -1.03, -0.33], [0.24, 1.00, -1.42], [-0.13, -1.14, -0.92], [1.02, 0.03, 0.21], [-0.59, -0.35, -0.09], [-0.68, -0.42, -0.31], [0.23, 0.32, 1.00], [-0.07, 0.18, -0.14], [0.19, -0.17, -0.69], [0.36, 0.76, 0.03], [-0.49, 0.39, 0.20], [0.28, 0.42, 0.71], [-0.72, -1.65, 0.04], [1.22, 0.44, 0.29], [-0.57, 0.09, 0.00], [0.08, -0.81, 0.19], [-0.45, 0.69, 0.02], [0.29, 0.80, 0.07], [0.00, 0.03, -0.07], [-0.21, 0.03, -0.28], [0.06, 0.01, -0.03], [0.09, 0.46, 0.03], [0.06, 0.20, 0.23], [-0.48, 1.64, -1.31], [0.31, -1.18, -0.21], [-0.60, -0.55, 0.16], [-0.08, 0.07, -0.05], [0.34, -0.87, 0.09], [0.88, -0.05, 0.94], [-0.10, 0.14, 0.44], [-0.18, 0.06, -0.34], [0.06, 0.39, 0.17], [0.93, -0.13, -2.40], [-1.41, 0.58, 2.81], [0.10, -0.25, -1.56], [0.27, -0.10, 0.76], [-0.13, 0.10, -0.15], [0.20, -0.10, 0.82], [0.12, -0.31, 0.20], [0.33, 0.00, -0.45], [-0.15, 0.43, 0.40], [-0.23, -0.33, -0.41]], "relative_energy_ev": 1.684, "e_homo_ev": -5.75, "total_charge": -1, "spin_multiplicity": 1, "max_force_ev_per_a": 3.20}

Record 4
{"formula": "C8H11N3O3", "method": "ωB97M-V with the def2-TZVPD basis set", "elements": ["C", "C", "N", "C", "O", "N", "C", "C", "O", "N", "C", "C", "C", "O", "H", "H", "H", "H", "H", "H", "H", "H", "H", "H", "H"], "xyz": [[2.345944, 0.609749, 1.243390], [1.269623, 1.414782, 1.675423], [0.148345, 0.973570, 1.979877], [-0.460044, -0.227212, 1.985870], [-0.261955, -0.998048, 2.920463], [-1.454566, -0.564481, 1.090005], [-2.371255, -1.559144, 1.390413], [-1.780675, 0.041294, -0.133757], [-2.865027, 0.350949, -0.451913], [-0.685771, 0.132978, -1.068854], [-0.676283, 0.720366, -2.304739], [0.378137, 0.458683, -3.158979], [1.656917, -0.037398, -2.691259], [1.927587, -0.428218, -1.586827], [2.416159, -0.183892, 1.974196], [3.274814, 1.082110, 1.137851], [2.059407, 0.127611, 0.334399], [1.543269, 2.481697, 2.058604], [-2.194242, -2.458331, 0.726454], [-2.153983, -1.849064, 2.391703], [-3.494558, -1.300998, 1.485825], [-0.015621, -0.530315, -0.715937], [-1.558298, 1.199307, -2.549747], [0.438840, 0.760277, -4.204523], [2.513237, -0.216269, -3.527939]], "forces_ev_per_angstrom": [[0.52, -1.97, -0.59], [0.20, 3.00, 2.44], [-2.01, 1.53, -0.76], [0.72, -1.79, 1.70], [0.16, 0.36, -0.25], [0.35, 2.26, -2.16], [-2.70, -2.97, 0.99], [2.67, 1.00, -1.38], [-2.54, 0.68, -0.45], [-0.92, -0.23, 2.56], [2.72, -2.78, 0.14], [-0.17, 1.18, 0.21], [1.30, -1.33, -2.50], [0.15, -0.25, 1.13], [0.31, -0.39, 0.30], [1.20, 0.79, -0.19], [0.20, -0.37, -0.72], [-0.85, -1.52, -0.96], [-0.60, 0.87, 0.67], [0.33, -0.67, 0.68], [1.88, 0.14, -0.90], [1.10, 0.35, -1.02], [-1.62, 1.02, -0.62], [-0.64, 0.27, 0.38], [-1.76, 0.82, 1.32]], "relative_energy_ev": 0.896, "smiles": "C/C=N\\C(=O)N(C)C(=O)N/C=C\\C=O", "e_homo_ev": -9.46, "total_charge": 0, "spin_multiplicity": 1, "max_force_ev_per_a": 4.13}